This record from the Open Molecules 2025 dataset describes 4 unconnected molecules or ions with the total composition C42H101F2N10O7P6Si in a non-equilibrium geometry. The level of theory is ωB97M-V with the def2-TZVPD basis set.

Geometry as XYZ:
```
169
Properties=species:S:1:pos:R:3:forces:R:3:mulliken_charge:R:1
C -0.47199 0.60158 0.59649 0.06 0.53 0.08 -0.4583
O 0.00649 -0.65441 0.16560 -0.32 0.14 -0.19 -0.2622
C -0.64173 -1.73413 0.78778 0.26 -0.47 0.34 0.2313
C -0.51265 -3.03485 -0.01656 -0.33 0.36 -0.01 -0.3305
C -0.19822 -4.21259 0.91206 0.12 0.20 -0.66 -1.1630
C 1.31535 -4.35265 1.09233 -0.44 -0.69 0.90 0.5520
C 1.68596 -5.15774 2.35058 0.37 0.15 -0.22 -1.1715
C 3.12249 -4.83979 2.84480 -0.72 0.02 -0.09 -0.6525
C 3.14701 -4.67918 4.36827 0.35 -0.21 -0.34 -0.2588
C 4.32147 -3.85397 4.89333 -0.04 0.14 0.16 -1.3490
C 4.38690 -2.38542 4.38118 0.57 -0.47 -0.04 1.2459
C 4.13244 -1.27802 5.41118 0.15 -0.78 0.27 -1.7583
N 3.02778 -0.28114 4.95106 1.82 -2.43 0.63 -0.2536
P 1.44710 -1.17807 4.83289 -2.11 1.87 -0.72 0.8968
P 1.05452 -2.15809 6.75228 1.13 -2.01 1.33 0.6817
O 1.86564 -3.35392 6.99553 0.38 0.12 -0.26 -0.6084
O -0.48965 -2.52879 6.62746 -0.10 0.82 -0.28 -0.4218
O 1.20284 -1.15448 7.98164 -0.78 0.26 -0.69 -0.5642
P 3.55370 0.44849 3.29369 -1.34 3.35 -0.82 0.2752
C 5.37057 0.46185 3.10731 0.01 -1.79 -0.16 -1.2424
C 2.75878 -0.35721 1.84949 1.15 -0.95 0.12 0.6102
C 2.96836 0.86914 5.95891 -0.85 1.20 0.45 0.7843
F 3.44022 0.44033 7.14050 0.02 -0.52 -0.11 -0.3309
F 3.83175 1.82414 5.55752 0.47 -0.37 -0.13 -0.3014
C 1.62283 1.52915 6.16880 -0.47 0.72 -0.50 -0.9585
C 1.01192 2.22052 4.92994 0.26 -0.78 0.18 1.0560
Si -0.72049 2.90555 5.27180 -0.35 0.89 -0.79 0.1192
C -1.83705 2.72542 3.75733 0.29 -0.07 0.48 -1.1495
C -0.55001 4.76177 5.56283 0.02 -0.34 0.45 -1.2558
C -1.58457 2.02692 6.69963 0.56 0.35 -0.27 0.5288
C -1.74453 0.63716 6.67791 -0.16 -0.13 0.38 -0.0102
C -2.36071 -0.03059 7.73634 0.35 0.42 -0.24 -0.8081
C -2.81835 0.70962 8.82196 -0.13 -0.22 0.06 -0.4630
C -2.68934 2.09085 8.84203 0.09 0.06 -0.06 -0.6939
C -2.06444 2.75854 7.78858 -0.21 -0.69 0.29 -0.4258
H 0.02475 0.96090 1.50991 0.06 -0.21 0.06 -0.1839
H -0.26924 1.34638 -0.17287 0.09 -0.09 -0.05 0.2502
H -1.54735 0.59778 0.80192 -0.02 -0.17 -0.12 0.5578
H -0.20211 -1.91791 1.78812 0.02 0.22 0.02 -0.4733
H -1.69766 -1.49728 0.95983 0.00 0.01 -0.03 0.4898
H 0.26546 -2.91231 -0.77328 0.04 0.01 0.04 0.3930
H -1.45170 -3.18728 -0.55034 0.06 -0.14 -0.06 -0.1541
H -0.67977 -4.00251 1.87271 0.02 -0.27 0.05 0.3796
H -0.63503 -5.12350 0.50154 0.04 -0.09 0.15 0.4203
H 1.72952 -3.35123 1.25837 0.12 0.03 -0.43 -0.3724
H 1.76058 -4.84597 0.22751 0.10 0.46 -0.22 0.3612
H 1.61403 -6.23697 2.20445 -0.28 0.04 -0.16 0.4754
H 0.92966 -4.89398 3.09760 0.25 -0.07 0.26 0.4038
H 3.44360 -3.92208 2.33859 0.06 0.04 0.12 0.1456
H 3.80577 -5.61534 2.49433 0.11 0.02 0.16 0.5911
H 2.18018 -4.27724 4.66684 0.14 0.17 0.28 -0.1603
H 3.20294 -5.67234 4.82012 -0.08 0.04 0.09 0.5406
H 5.24924 -4.34282 4.58856 -0.04 -0.04 -0.05 0.5108
H 4.32673 -3.88509 5.98490 -0.09 0.11 0.00 0.4179
H 5.40611 -2.25592 4.01547 -0.10 0.21 -0.16 0.3209
H 3.74361 -2.30981 3.50326 0.02 0.23 0.01 -0.8948
H 5.03781 -0.71991 5.64095 -0.10 0.26 -0.27 0.6709
H 3.86324 -1.75971 6.35172 -0.44 0.30 -0.01 0.9565
H 1.65282 -2.25140 3.94932 0.73 -0.20 0.54 -0.2804
H -0.68516 -3.23899 7.25927 -0.03 -0.18 -0.18 0.3675
H 0.32218 -0.84447 8.25759 0.14 0.35 0.13 0.3066
H 5.90635 0.66068 4.03124 -0.12 0.25 0.02 0.4480
H 5.57824 1.23329 2.36543 -0.24 0.23 0.16 0.2928
H 5.73133 -0.48137 2.68580 0.19 0.06 0.10 0.3854
H 3.55894 -0.74283 1.20652 -0.01 -0.11 0.13 0.3714
H 2.27953 0.43303 1.27975 -0.31 0.05 0.22 0.0014
H 2.10055 -1.20093 2.04330 -0.24 0.16 -0.05 -0.8601
H 1.82946 2.34419 6.86820 0.21 -0.25 0.25 0.6926
H 0.90040 0.89456 6.67504 0.22 -0.28 -0.08 -0.0991
H 1.72699 2.97942 4.60895 -0.28 0.22 -0.12 0.6370
H 0.92834 1.52504 4.09007 -0.03 -0.02 0.03 -1.1967
H -1.65811 3.52607 3.03935 0.08 -0.10 -0.09 0.3942
H -2.85910 2.83076 4.12818 -0.07 -0.09 -0.17 0.4278
H -1.72083 1.75540 3.27065 -0.14 0.03 -0.05 0.1959
H -0.52933 5.30419 4.61766 -0.05 -0.08 -0.05 0.3469
H 0.36829 5.01369 6.09896 -0.05 0.00 0.07 0.3427
H -1.39206 5.12534 6.15476 0.02 0.18 -0.10 0.3805
H -1.39835 0.04305 5.83520 0.02 0.13 -0.07 0.4453
H -2.44873 -1.10782 7.68798 -0.18 0.01 0.13 0.4970
H -3.29096 0.19906 9.65218 -0.02 0.05 0.00 0.4115
H -3.06661 2.64796 9.69022 0.01 0.01 -0.01 0.3991
H -1.96376 3.83385 7.84577 0.07 0.01 -0.10 0.2956
O 1.84064 3.00106 -0.64134 -1.76 -0.16 -2.87 -0.7589
P 2.97655 2.97707 -1.63324 4.54 0.56 3.74 0.7563
N 3.63320 1.43193 -1.24027 -0.54 -0.61 0.39 0.6629
C 5.03033 1.07553 -1.13348 0.31 0.21 -0.47 -0.9358
C 2.73880 0.29836 -1.44401 -0.37 0.08 0.02 -1.4006
N 3.87836 4.30995 -0.96445 -0.06 0.14 0.26 0.2291
C 5.09772 4.10549 -0.21268 0.33 -0.15 -0.36 -0.9530
C 3.06411 5.30101 -0.26559 -0.24 -0.01 -0.03 -1.0614
N 3.78369 3.12046 -3.11380 -1.90 -0.19 -0.68 0.2539
C 3.44825 2.14339 -4.15409 -0.02 -0.44 0.12 -1.1309
C 4.77258 4.10524 -3.52076 -0.13 0.67 -0.28 -0.9930
H 5.61678 1.29727 -2.03630 0.04 0.06 0.05 0.2059
H 5.14001 0.00552 -0.95010 -0.23 -0.06 -0.15 0.4877
H 5.50808 1.55906 -0.28005 0.03 0.13 -0.11 0.0575
H 2.66444 0.00010 -2.49767 0.05 -0.11 0.04 0.3010
H 1.73729 0.54106 -1.09396 0.00 0.05 -0.09 0.3111
H 3.06035 -0.57455 -0.87254 0.10 0.05 -0.06 0.4040
H 4.92567 3.54334 0.71947 0.07 0.00 0.03 0.0793
H 5.53691 5.06997 0.05343 -0.15 0.05 0.04 0.3963
H 5.86112 3.59852 -0.80400 -0.08 -0.12 0.01 0.3428
H 2.79278 4.97962 0.74774 -0.06 0.01 -0.01 0.2374
H 2.14701 5.51006 -0.81152 -0.02 -0.07 0.05 0.3393
H 3.61640 6.24153 -0.19079 0.14 -0.08 -0.04 0.3458
H 4.07281 1.24594 -4.07423 0.03 0.03 0.01 0.2049
H 3.57834 2.55143 -5.15388 -0.06 0.18 0.07 0.4003
H 2.40271 1.84458 -4.08309 0.00 -0.04 -0.04 0.3109
H 5.78164 3.75737 -3.28002 -0.02 0.01 0.08 0.2789
H 4.61002 5.07578 -3.06628 0.03 -0.11 0.22 0.3081
H 4.73087 4.27384 -4.59930 -0.11 -0.23 -0.01 0.3534
O -3.84375 -5.92809 -2.09122 1.28 -0.83 -3.13 -0.8006
P -4.94768 -5.38698 -2.95905 -3.76 1.93 4.38 0.8185
N -4.74929 -3.70614 -2.63155 0.78 0.18 0.07 0.1430
C -5.79547 -2.72948 -2.42067 -0.46 -0.03 -0.39 -0.9224
C -3.46498 -3.13080 -3.00956 0.36 -0.29 0.10 -1.0771
N -6.27887 -6.11378 -2.10616 -0.01 -0.15 0.20 0.2221
C -7.15969 -5.33655 -1.25710 -0.26 0.28 -0.30 -1.1711
C -5.94634 -7.35672 -1.41373 0.22 -0.10 -0.05 -1.0840
N -5.91163 -5.16552 -4.34349 1.67 -0.83 -0.94 0.0614
C -5.29557 -4.49411 -5.48927 0.17 0.32 0.13 -1.0940
C -7.29054 -5.57077 -4.56521 -0.23 -0.61 -0.23 -0.9118
H -6.52279 -2.67291 -3.24375 -0.05 -0.05 0.04 0.2757
H -5.37156 -1.73103 -2.31361 0.21 -0.07 -0.15 0.3927
H -6.33308 -2.90792 -1.49026 -0.07 -0.09 -0.09 0.2377
H -3.39333 -2.93492 -4.08820 0.05 0.14 0.03 0.2547
H -2.65129 -3.80637 -2.73821 -0.08 -0.09 -0.06 0.3286
H -3.27424 -2.19174 -2.48690 -0.16 0.01 0.05 0.3787
H -6.63366 -4.90324 -0.39436 -0.06 0.03 0.02 0.3007
H -7.96374 -5.97148 -0.87697 0.11 -0.12 0.01 0.3868
H -7.66171 -4.54188 -1.80999 0.13 0.06 -0.01 0.3288
H -5.43535 -7.17965 -0.46010 0.04 -0.04 -0.02 0.3005
H -5.30865 -7.98904 -2.02730 0.06 0.05 0.04 0.3734
H -6.86184 -7.91966 -1.21331 -0.09 0.14 -0.03 0.3255
H -5.40922 -3.40634 -5.42394 -0.02 0.00 -0.02 0.2922
H -5.73587 -4.81854 -6.43105 -0.07 -0.12 0.08 0.3872
H -4.23113 -4.72335 -5.55034 0.03 0.08 0.03 0.3369
H -7.97839 -4.77893 -4.25477 0.02 -0.02 0.08 0.2709
H -7.54478 -6.48901 -4.04867 0.05 0.12 0.22 0.2877
H -7.47289 -5.76782 -5.62480 0.20 0.15 -0.04 0.3703
O 0.68333 3.20626 -6.05732 1.75 -0.91 -2.89 -0.5278
P -0.39193 3.56283 -7.04820 -4.48 1.83 3.91 0.5610
N -0.43451 5.26708 -6.81136 0.81 0.22 0.08 0.1194
C -1.61050 6.10887 -6.75342 -0.42 -0.10 -0.44 -0.9131
C 0.79672 5.98951 -7.11657 0.34 -0.25 0.15 -0.9796
N -1.70211 2.72894 -6.25600 0.01 -0.19 0.19 0.2294
C -2.74006 3.43935 -5.53518 -0.27 0.22 -0.33 -1.1628
C -1.28981 1.57964 -5.45570 0.24 -0.07 -0.02 -1.1108
N -1.24579 3.58077 -8.51872 1.84 -0.70 -0.73 0.0487
C -0.61383 4.25938 -9.65249 0.12 0.36 0.12 -1.1028
C -2.53916 2.99195 -8.82674 -0.14 -0.65 -0.20 -0.9064
H -2.25940 6.02692 -7.63757 -0.04 -0.05 0.04 0.2611
H -1.32648 7.15766 -6.67467 0.24 -0.06 -0.13 0.4039
H -2.20497 5.91156 -5.86299 -0.04 -0.09 -0.08 0.2403
H 0.93948 6.13765 -8.19521 0.02 0.13 0.03 0.2973
H 1.66272 5.44519 -6.73540 -0.07 -0.09 -0.03 0.2057
H 0.81055 6.96953 -6.63920 -0.14 -0.02 0.05 0.4217
H -2.34714 3.98279 -4.66429 -0.06 0.03 0.01 0.3091
H -3.49424 2.73263 -5.17924 0.12 -0.11 0.03 0.3634
H -3.28128 4.13264 -6.17902 0.11 0.07 -0.01 0.3416
H -0.88974 1.87363 -4.47691 0.04 -0.04 0.00 0.3088
H -0.53041 0.99478 -5.97068 0.04 0.05 0.04 0.3133
H -2.14737 0.92103 -5.29119 -0.10 0.12 -0.04 0.3522
H -0.86459 5.32533 -9.66998 -0.01 -0.01 -0.02 0.3063
H -0.92387 3.82890 -10.60352 -0.06 -0.12 0.08 0.3711
H 0.47152 4.16431 -9.60909 0.02 0.09 0.02 0.3357
H -3.34298 3.70678 -8.62869 0.01 -0.01 0.08 0.2677
H -2.72623 2.07958 -8.27228 0.02 0.14 0.22 0.2868
H -2.59922 2.71376 -9.88208 0.18 0.17 -0.03 0.3727
```
Positions in Å, forces in eV/Å.

Results
**HOMO-LUMO gap**: 0.2475 Ha
**HOMO energy**: -0.3483 hartree
**Total charge**: +1
**Maximum force**: 6.2 eV/A
**2S+1**: 1